No. 1
Molecular formula: C22H28N4O2
Method: DFT, the ωB97M-V functional and the def2-TZVPD basis

```
56
Properties=species:S:1:pos:R:3:mulliken_charge:R:1
C -2.62908 -2.44513 1.62333 -1.17
O -2.48686 -1.19135 1.00301 -0.36
C -3.47982 -0.76155 0.16582 0.73
C -4.55555 -1.54643 -0.22465 -0.61
C -5.52591 -1.03366 -1.07043 -0.64
C -5.43172 0.26501 -1.53381 -0.86
C -4.36274 1.05188 -1.14680 -0.56
C -3.37581 0.56721 -0.29512 0.59
C -2.24313 1.37793 0.12659 0.37
C -2.20824 2.70583 0.19070 -0.76
C -1.00312 3.46664 0.66412 -1.01
N 0.21087 2.70322 0.45285 0.53
C 0.64856 2.74971 -0.92832 -1.05
C 1.68623 1.66015 -1.17871 -0.13
C 2.85807 1.81821 -0.20363 -0.94
N 3.84600 0.77654 -0.35567 1.21
N 5.10275 1.13125 -0.64985 -1.43
C 5.79533 0.01455 -0.73054 -0.46
C 4.99090 -1.10287 -0.48172 -0.82
C 3.73871 -0.57347 -0.24034 0.56
N 2.53893 -1.20549 0.05666 0.25
C 2.29551 -2.54497 -0.10191 0.24
O 3.13380 -3.34072 -0.46092 -0.69
C 0.88417 -2.92233 0.20104 0.74
C 0.26191 -3.97183 -0.68819 -0.59
C 0.64244 -4.32257 0.70545 -0.68
C 2.36182 1.93559 1.24197 -0.33
C 1.30538 3.03390 1.33939 -1.01
H -1.78844 -2.53185 2.31104 0.27
H -3.56268 -2.50894 2.19103 0.56
H -2.59000 -3.26514 0.89842 0.34
H -4.65049 -2.56401 0.12082 0.39
H -6.35440 -1.65993 -1.36584 0.39
H -6.18528 0.66210 -2.19682 0.38
H -4.27823 2.06079 -1.52055 0.35
H -1.36846 0.82822 0.44228 0.27
H -3.07076 3.30741 -0.05918 0.36
H -1.11278 3.65422 1.73850 0.38
H -0.96401 4.45241 0.16689 0.41
H 1.07795 3.73778 -1.17919 0.34
H -0.21914 2.58012 -1.56916 0.58
H 2.05474 1.72341 -2.20371 0.32
H 1.20014 0.69264 -1.05723 0.11
H 3.39775 2.73908 -0.45555 0.32
H 6.84143 0.04288 -0.96104 0.45
H 5.26042 -2.13651 -0.48215 0.46
H 1.77668 -0.61338 0.34980 -0.18
H 0.24127 -2.13108 0.56548 0.01
H -0.78109 -3.86018 -0.94280 0.21
H 0.87913 -4.35402 -1.48657 0.25
H -0.12999 -4.47037 1.44464 0.23
H 1.51933 -4.93688 0.84113 0.27
H 1.91404 0.99908 1.57739 0.18
H 3.20370 2.16239 1.89784 0.34
H 1.76168 4.00988 1.09078 0.40
H 0.92808 3.08465 2.36343 0.49
```

As for the relative energy (zero: lowest compared OMol25 entry of this formula, charge and spin): 74.6 kcal per mole. As for the maximum force: 0.85 eV Å⁻¹. The energy comes out at -1224.58299 Eh. For the HOMO-LUMO gap, the calculation gives 8.920 eV.



No. 2
Molecular formula: C22H28N4O4
Method: DFT, the ωB97M-V functional and the def2-TZVPD basis

```
58
Properties=species:S:1:pos:R:3:mulliken_charge:R:1
C 0.82985 3.53405 -0.40319 -0.61
O 2.19930 3.33074 -0.68480 -0.49
C 2.81531 2.24788 -0.14549 0.31
C 2.19050 1.29652 0.64965 -0.66
C 2.91910 0.21434 1.13613 0.83
C 2.21726 -0.86359 1.92618 -1.84
N 1.66727 -1.95222 1.11433 0.14
C 2.70548 -2.68824 0.42149 -0.57
C 2.10331 -3.98378 -0.10197 -0.85
N 1.01358 -3.65047 -0.98311 -0.08
C 0.27031 -2.53499 -0.89044 0.11
O -0.66454 -2.34038 -1.64763 -0.71
C 0.61665 -1.52643 0.19890 0.67
C -0.70418 -1.24156 0.94655 -0.93
C -1.53129 -0.26002 0.13259 0.45
O -1.07746 0.84822 -0.11505 -0.76
N -2.77058 -0.61818 -0.25284 0.21
C -3.34648 -1.93107 -0.06456 -0.99
C -3.52941 0.29937 -1.08094 -1.13
C -4.83571 0.67813 -0.44321 0.77
C -6.02000 0.72184 -1.16816 -0.54
C -7.19394 1.08043 -0.52570 -0.34
C -7.13874 1.37514 0.82767 -0.34
N -6.01920 1.33510 1.53054 -0.61
C -4.90411 1.00048 0.91054 -0.29
C 4.26664 0.10241 0.84678 -0.90
C 4.90182 1.06225 0.05720 0.76
O 6.23262 0.85665 -0.16436 -0.44
C 6.93315 1.79944 -0.93768 -0.87
C 4.17485 2.12776 -0.44346 -0.38
H 0.53782 4.40296 -0.99076 0.30
H 0.67494 3.74699 0.65920 0.30
H 0.21996 2.67426 -0.68855 0.22
H 1.14351 1.38474 0.88856 0.38
H 1.40121 -0.42401 2.50155 0.51
H 2.91339 -1.32622 2.63064 0.62
H 3.50154 -2.91753 1.13163 0.40
H 3.13780 -2.12005 -0.41892 0.34
H 2.85059 -4.55988 -0.65326 0.47
H 1.74212 -4.58649 0.74127 0.29
H 0.73601 -4.31313 -1.69318 0.32
H 0.90765 -0.60402 -0.33630 -0.01
H -1.21749 -2.17548 1.15468 0.46
H -0.47882 -0.75087 1.89379 0.28
H -3.42125 -2.18354 0.99477 0.35
H -4.35247 -1.92741 -0.47858 0.42
H -2.75590 -2.68555 -0.58762 0.23
H -3.69916 -0.15044 -2.06560 0.38
H -2.90563 1.19084 -1.20861 0.34
H -6.02094 0.48041 -2.22248 0.38
H -8.12907 1.12526 -1.06234 0.39
H -8.02685 1.65534 1.37846 0.36
H -4.01051 0.98685 1.52124 0.50
H 4.85702 -0.71488 1.22975 0.45
H 6.90542 2.79377 -0.48071 0.35
H 6.53668 1.85826 -1.95651 0.34
H 7.96300 1.44678 -0.97172 0.24
H 4.61658 2.89073 -1.06244 0.50
```

As for the relative energy (zero: lowest compared OMol25 entry of this formula, charge and spin): 43.7 kcal per mole. As for the maximum force: 0.54 eV Å⁻¹. The energy comes out at -1375.12445 Eh. For the HOMO-LUMO gap, the calculation gives 8.807 eV.



No. 3
Molecular formula: C22H28N4OOsS3
Method: DFT, the ωB97M-V functional and the def2-TZVPD basis

```
59
Properties=species:S:1:pos:R:3:mulliken_charge:R:1
Os 0.24666 0.19277 0.34262 1.57
C -0.32156 2.69420 1.99676 -0.81
C 0.47339 1.90641 2.99433 -0.59
N 0.50467 0.48654 2.55505 -0.58
C 1.70728 -0.18977 3.12620 -0.86
C 2.96046 -0.02182 2.25939 -0.53
S 2.61767 0.48971 0.55092 -0.16
C 2.71512 2.31741 0.68379 -0.76
C 1.43867 2.97468 0.19436 -0.43
N 0.16268 2.34148 0.65173 -0.55
H -1.37426 2.41089 2.04839 0.38
H -0.25595 3.76659 2.18853 0.45
H 1.49561 2.26667 3.07390 0.35
H 0.02803 1.98960 3.98610 0.46
H -0.31341 0.01494 2.93110 0.45
H 1.89515 0.17367 4.13679 0.45
H 1.46695 -1.24420 3.20696 0.46
H 3.67352 0.70732 2.64027 0.49
H 3.48032 -0.97655 2.20057 0.42
H 2.98893 2.57318 1.70426 0.40
H 3.53137 2.64348 0.04123 0.60
H 1.44546 4.03323 0.46407 0.48
H 1.41952 2.90948 -0.89034 0.18
H -0.53892 2.65946 -0.01828 0.29
C -4.00952 -0.04435 -0.96111 -1.49
C -2.57405 0.37359 -0.84277 0.81
N -1.74511 -0.27720 -0.04811 0.43
N -2.32221 -1.40368 0.51117 -0.87
C -1.49656 -2.22616 1.05413 0.59
S 0.23685 -1.90594 1.04092 -0.50
S -1.95066 -3.68428 1.86959 -0.02
C -3.48319 -4.14808 0.95154 -1.08
C -3.15460 -4.85690 -0.32838 0.65
C -3.08211 -4.14627 -1.52228 0.19
C -2.68880 -4.77911 -2.69316 -0.75
C -2.36437 -6.12729 -2.67564 -0.47
C -2.45935 -6.84725 -1.49245 -0.58
C -2.84328 -6.21234 -0.32156 -0.59
C -2.08729 1.44484 -1.68355 0.36
C -2.99564 2.33412 -2.30503 -0.70
C -2.58198 3.23595 -3.24913 -0.94
C -1.23665 3.25965 -3.65086 -0.58
C -0.32255 2.42290 -3.06101 -0.32
C -0.72212 1.54800 -2.03978 0.63
O 0.27292 0.88192 -1.44383 -0.82
H -4.09763 -1.12367 -0.92325 0.16
H -4.45105 0.31702 -1.88202 0.53
H -4.57460 0.34299 -0.10853 0.33
H -4.04955 -3.23380 0.79668 0.35
H -4.00360 -4.78709 1.66342 0.56
H -3.36271 -3.09874 -1.54274 0.26
H -2.63714 -4.22234 -3.61986 0.41
H -2.03923 -6.61796 -3.58332 0.40
H -2.23410 -7.90538 -1.48157 0.40
H -2.91571 -6.77856 0.60046 0.42
H -4.03494 2.31917 -2.01039 0.55
H -3.29220 3.91741 -3.69598 0.45
H -0.91711 3.94447 -4.42505 0.45
H 0.71877 2.42110 -3.35622 0.61
```

As for the relative energy (zero: lowest compared OMol25 entry of this formula, charge and spin): 5.6 kcal per mole. As for the maximum force: 1.60 eV Å⁻¹. The charge is +2. The energy comes out at -2434.12480 Eh. For the HOMO-LUMO gap (spin up / spin down), the calculation gives 5.382 / 5.383 eV.



No. 4
Molecular formula: C22H28O5S
Method: DFT, the ωB97M-V functional and the def2-TZVPD basis

```
56
Properties=species:S:1:pos:R:3:mulliken_charge:R:1
C 4.51235 4.98616 -5.56938 -1.22
C 4.06759 4.76901 -4.15926 -0.19
O 4.33365 3.35941 -3.87441 -0.21
C 4.01243 2.99224 -2.61052 -0.25
O 3.57873 3.78695 -1.79300 -0.59
C 4.18535 1.54178 -2.11219 1.00
O 5.10568 1.29949 -1.15691 -0.05
C 5.94214 2.33477 -0.59922 -0.88
C 2.89328 0.77256 -1.90299 1.32
C 2.18197 0.54371 -3.20531 -2.04
C 2.00290 1.17288 -0.64444 -0.02
C 2.16389 0.55509 0.63186 1.39
C 3.13018 -0.56902 0.86442 -1.46
C 1.45380 0.96846 1.76174 -0.83
C 0.43222 1.91907 1.70426 0.25
C -0.27287 2.40491 2.94732 -1.50
C 0.13583 2.40295 0.43274 -0.88
C 0.86864 2.03328 -0.71448 1.09
C 0.36785 2.64290 -1.97823 -1.38
S 5.53532 0.92971 -3.75794 1.57
O 4.82562 0.71641 -4.98565 -0.70
O 6.66653 1.85470 -3.65817 -0.71
C 6.28098 -0.60806 -3.16209 0.38
C 7.63776 -0.86867 -3.33315 -0.67
C 8.14531 -2.04148 -2.75336 -0.50
C 7.30498 -2.87389 -2.02044 -0.48
C 5.94879 -2.59101 -1.87026 -0.87
C 5.42822 -1.44126 -2.47783 0.27
H 4.18060 5.96559 -5.92082 0.43
H 5.59293 4.94665 -5.67544 0.31
H 4.06143 4.22134 -6.20839 0.31
H 4.58321 5.39168 -3.42443 0.32
H 2.99293 4.92439 -4.05234 0.26
H 6.27750 1.85993 0.33614 0.29
H 6.80258 2.54156 -1.23859 0.23
H 5.36491 3.23216 -0.40815 0.38
H 3.27549 -0.20926 -1.54598 -0.49
H 2.71935 -0.22322 -3.78934 0.43
H 1.17624 0.19652 -3.01824 0.49
H 2.14020 1.46188 -3.80348 0.30
H 3.11798 -0.80394 1.93731 0.40
H 2.89597 -1.49788 0.32873 0.27
H 4.13928 -0.23955 0.59139 0.22
H 1.73729 0.56610 2.73721 0.29
H -1.04074 3.14327 2.69341 0.34
H -0.76740 1.58033 3.47905 0.33
H 0.41470 2.87246 3.66816 0.32
H -0.66191 3.15404 0.34342 0.17
H -0.40229 3.38780 -1.73855 0.40
H 1.19967 3.16275 -2.46631 0.02
H -0.08243 1.91696 -2.67360 0.26
H 8.26776 -0.17901 -3.88143 0.47
H 9.19982 -2.27996 -2.87200 0.38
H 7.70769 -3.77471 -1.53727 0.35
H 5.27284 -3.21213 -1.29571 0.44
H 4.37526 -1.20171 -2.40160 0.28
```

As for the maximum force: 3.44 eV Å⁻¹. The energy comes out at -1629.42125 Eh. For the HOMO-LUMO gap, the calculation gives 9.333 eV.